Model A:
The following is a quantum chemistry calculation of an isolated molecule of C4H6O, from the OMol25 dataset.

Geometry as XYZ:
```
11
Properties=species:S:1:pos:R:3:lowdin_charge:R:1
C -2.247 -0.300 -0.018 -0.020
C -1.128 0.337 0.058 -0.272
O -0.018 -0.370 0.547 -0.074
C 1.115 0.349 0.135 -0.175
C 2.360 -0.328 -0.168 0.056
H -3.221 0.106 -0.364 0.062
H -2.348 -1.485 -0.044 0.111
H -1.291 1.364 -0.362 0.138
H 1.085 1.430 0.449 0.119
H 2.418 -1.337 -0.318 0.004
H 3.276 0.235 0.085 0.051
```


Model B:
The following is a quantum chemistry calculation of an isolated molecule of C4H6O, from the OMol25 dataset.

Geometry as XYZ:
```
11
Properties=species:S:1:pos:R:3:lowdin_charge:R:1
C 0.828 2.728 -0.441 0.116
C 0.645 1.588 -0.121 -0.097
C 0.403 0.216 0.319 -0.265
O -0.491 -0.395 -0.585 -0.184
C -0.847 -1.673 -0.122 -0.126
H 0.997 3.736 -0.771 0.032
H 1.335 -0.358 0.386 0.126
H -0.033 0.224 1.335 0.127
H 0.027 -2.353 -0.065 0.092
H -1.581 -2.107 -0.817 0.094
H -1.283 -1.606 0.883 0.085
```


Name the most stable of them. model B.


Model A:
The following is a quantum chemistry calculation of a structure of composition C4H6O, from the OMol25 dataset.

Geometry as XYZ:
```
11
Properties=species:S:1:pos:R:3:lowdin_charge:R:1
C -1.101 -0.981 0.075 0.062
C -0.055 -0.137 0.699 -0.310
C 1.314 -0.251 0.026 -0.127
O 0.820 0.451 -1.144 -0.072
C -0.440 0.635 -0.546 -0.258
H -2.052 -0.622 0.519 0.052
H -1.197 -0.094 -1.094 0.120
H -0.174 0.313 1.682 0.138
H 1.636 -1.266 -0.219 0.122
H 2.121 0.318 0.502 0.119
H -0.871 1.635 -0.502 0.154
```


Model B:
The following is a quantum chemistry calculation of an isolated molecule of C4H6O, from the OMol25 dataset.

Geometry as XYZ:
```
11
Properties=species:S:1:pos:R:3:lowdin_charge:R:1
C 1.194 -1.616 0.901 0.013
C 1.082 -0.499 0.236 -0.074
C 0.864 0.641 -0.369 -0.187
O -0.233 1.413 -0.073 -0.154
C -1.486 0.899 -0.494 -0.092
H 1.714 -1.646 1.855 0.060
H 0.757 -2.542 0.535 0.059
H 1.535 1.061 -1.117 0.118
H -1.401 -0.148 -0.808 0.086
H -1.859 1.499 -1.332 0.085
H -2.194 0.962 0.338 0.087
```


Model C:
The following is a quantum chemistry calculation of an isolated molecule of C4H6O, from the OMol25 dataset.

Geometry as XYZ:
```
11
Properties=species:S:1:pos:R:3:lowdin_charge:R:1
C 2.275 0.493 0.008 0.104
C 1.107 0.521 0.296 -0.138
C -0.255 0.624 -0.244 -0.211
C -1.028 -0.674 -0.121 -0.290
O -1.438 -0.904 1.205 -0.061
H 3.185 0.526 -0.532 0.031
H -0.054 0.827 -1.301 0.122
H -0.804 1.469 0.171 0.118
H -0.402 -1.496 -0.506 0.123
H -1.927 -0.616 -0.738 0.119
H -0.659 -0.770 1.761 0.082
```


Name the most stable of them. model B.